The following is a quantum chemistry calculation of a molecular structure, C42H57AsN4O10PbS2Te2 in a non-equilibrium geometry, from the OMol25 dataset.

M	1379.392	g mol⁻¹
electronic energy	-173254.4020	eV
net charge	-1
maximum force	1.04	eV/A
2S+1	2
ΔE to the lowest compared entry with this formula, charge and spin	0.000	eV
LUMO level (alpha / beta)	2.14 / 1.72	eV

Positions of all 119 atoms, in Å:
1 Pb -0.2562 1.7453 1.0559
2 Te -0.6535 2.0493 -2.2232
3 Te -3.1229 -1.7503 0.9444
4 As 2.2639 -0.4060 -0.5558
5 S 1.7593 2.0161 3.7056
6 S 3.8231 2.3777 -0.4453
7 O 1.8483 1.1114 2.4728
8 O 2.4689 -2.1715 -0.6175
9 O -2.0183 3.0831 -0.6715
10 O 2.8547 -0.2360 -2.2080
11 O 3.7516 3.5904 0.3369
12 O 2.4656 1.7995 -0.7150
13 O 4.6611 2.4317 -1.6199
14 O -1.8743 3.5005 -2.1289
15 O -0.9173 1.5374 3.6066
16 O 0.6321 -0.1388 -0.3893
17 N 0.9749 4.2295 -2.1930
18 N 2.5996 5.5745 -3.2510
19 N 2.3334 3.2798 -3.7785
20 N -1.6634 0.1847 1.9091
21 C -4.1142 -3.4279 -0.1111
22 C 2.1111 6.7553 -2.5579
23 C -1.7034 0.6329 3.1290
24 C 3.7449 -0.1125 0.6565
25 C 0.3834 -3.2598 -1.1907
26 C 1.9421 4.3868 -3.0251
27 C -0.6058 -2.6679 2.9565
28 C -4.4817 -5.7966 -0.5077
29 C -0.8912 -2.8967 -0.9026
30 C 5.5522 1.3091 1.4025
31 C 2.3719 -4.4784 -0.3387
32 C 1.9999 0.9000 5.0522
33 C -5.0435 -0.3415 4.6742
34 C -3.3016 -0.8498 6.2474
35 C -5.0534 -3.1533 -1.1158
36 C -5.6746 -4.2027 -1.7983
37 C -2.2190 0.6284 -2.2365
38 C 3.3469 2.8239 3.7881
39 C 4.4434 1.0890 0.5943
40 C -4.6492 -0.8427 5.9090
41 C 0.6318 5.2849 -1.2436
42 C -1.8806 -2.8959 -2.0508
43 C -6.0524 -6.6471 -2.2911
44 C -5.4368 -1.7507 -1.5568
45 C -2.8931 -5.1804 1.3001
46 C 4.1430 -1.0979 1.5494
47 C -1.2437 -2.5465 0.4509
48 C -3.8505 -4.7776 0.2002
49 C -2.3590 -0.3551 5.3552
50 C -4.0928 0.1282 3.7763
51 C 3.6704 5.7538 -4.2235
52 C 5.9432 0.3237 2.2932
53 C -5.3962 -5.5288 -1.5199
54 C 4.3630 4.4400 -4.5094
55 C 1.6942 6.3640 -1.1548
56 C 5.2332 -0.8706 2.3737
57 C -2.7409 0.1223 4.1073
58 C 1.0260 -3.0452 1.1717
59 C -0.2402 -2.7114 1.4931
60 C 3.2948 3.4243 -4.8608
61 C 1.5190 -3.2247 -0.2244
62 C -0.6216 2.0037 -4.3491
63 H -2.9085 0.9621 -1.4656
64 H -4.3900 0.5139 2.8083
65 H -1.8525 -5.1313 0.9665
66 H -5.3873 -1.2257 6.6036
67 H -2.9854 -1.2373 7.2094
68 H 3.2868 3.6271 4.5296
69 H -1.1980 -3.5463 3.2224
70 H -4.9561 -0.9736 -0.9701
71 H 2.9516 -1.1480 -2.5154
72 H 2.7690 3.7461 -5.7669
73 H 6.0776 2.2548 1.3406
74 H 3.2721 6.1829 -5.1518
75 H 3.2252 -4.4131 0.3417
76 H 3.5163 3.2464 2.7961
77 H 0.4869 4.8200 -0.2677
78 H 1.7805 -5.3612 -0.0883
79 H 1.3180 7.2332 -0.6119
80 H -6.9878 -6.3165 -2.7455
81 H 4.8865 4.1004 -3.6146
82 H 2.5124 2.4844 -3.1776
83 H 2.7489 -4.5780 -1.3593
84 H -2.6979 0.5932 -3.2114
85 H 3.7204 2.4432 -5.0605
86 H -1.4075 -2.4841 -2.9441
87 H -0.3362 5.7027 -1.5301
88 H -6.2700 -7.4989 -1.6441
89 H 5.5331 -1.6299 3.0855
90 H 6.8015 0.4869 2.9353
91 H 1.0856 0.3131 5.1338
92 H -6.0934 -0.3242 4.4055
93 H -3.0941 -6.2024 1.6279
94 H -2.2093 -3.9136 -2.2752
95 H -6.3943 -3.9644 -2.5785
96 H -1.1927 -1.7899 3.2067
97 H -0.0288 2.8362 -4.7248
98 H -4.2581 -6.8305 -0.2548
99 H -5.4042 -7.0059 -3.0960
100 H 2.1720 1.4647 5.9704
101 H 3.5994 -2.0263 1.5991
102 H -1.6595 2.0680 -4.6672
103 H -2.7727 -2.3139 -1.8362
104 H 4.3784 6.4751 -3.8112
105 H -2.9851 -4.5126 2.1570
106 H 2.8538 0.2716 4.7948
107 H -0.1740 1.0574 -4.6593
108 H -1.3092 -0.3398 5.6255
109 H 1.7348 -3.2416 1.9723
110 H 5.0776 4.5622 -5.3256
111 H -1.8120 -0.3473 -1.9617
112 H 4.1411 2.1157 4.0367
113 H -5.1558 -1.5881 -2.6022
114 H 1.2730 7.2101 -3.1001
115 H 2.5700 5.9703 -0.6284
116 H -6.5188 -1.6105 -1.4863
117 H 0.6431 -3.5185 -2.2160
118 H 0.3009 -2.6673 3.5648
119 H 2.9229 7.4822 -2.5321

The following is a quantum chemistry calculation of a molecular structure, C42H57N8O3PbS in a non-equilibrium geometry, from the OMol25 dataset.

M	961.238	g mol⁻¹
electronic energy	-78617.8273	eV
net charge	+1
maximum force	2.44	eV/A
ΔE to the lowest compared entry with this formula, charge and spin	0.000	eV
LUMO level (alpha / beta)	-7.11 / -7.11	eV

Positions of all 112 atoms, in Å:
1 Pb 0.4049 -0.2578 0.7055
2 S -0.2184 -3.6397 2.3447
3 O -1.2010 -3.8485 1.2460
4 O 4.9945 0.0902 -0.0511
5 O 0.2881 0.8095 5.1312
6 N -2.8372 0.6083 -1.0650
7 N 2.7775 -0.5108 -0.3630
8 N -1.3713 -3.2864 -2.8448
9 N -0.9474 1.8421 -0.5456
10 N -0.3797 0.9295 2.8688
11 N -1.2608 -1.8349 -0.9800
12 N 2.2675 0.4292 2.2177
13 N 0.5144 -2.3706 2.3777
14 C -2.7550 -0.8480 3.1144
15 C 3.9883 2.6244 -2.2624
16 C -3.5489 -1.5303 1.9951
17 C -2.2063 1.8021 -1.0571
18 C -1.7955 2.9487 3.1469
19 C 2.2063 -3.6893 -0.3846
20 C -4.2182 2.6292 3.0300
21 C -2.6467 -3.1128 -5.0074
22 C 3.2188 -1.2882 -4.4912
23 C -0.3197 3.0341 -0.4707
24 C 4.5837 0.5143 2.6786
25 C -0.8524 4.1862 -1.0027
26 C -3.1030 3.4489 3.0690
27 C -0.6632 -0.9471 -3.1407
28 C -1.1338 -2.0880 -2.2503
29 C 3.3590 -3.3306 -1.3111
30 C -2.0239 -4.3803 -2.0473
31 C 4.3225 0.8512 4.0015
32 C -3.4263 -1.3640 4.4171
33 C 3.8310 -0.0456 0.3442
34 C 3.5240 0.3034 1.7812
35 C 2.9247 0.3268 -2.6875
36 C 2.6920 1.7765 -2.2875
37 C -0.2868 4.2227 4.7297
38 C 1.7413 2.5462 -3.2241
39 C 2.9907 0.9331 4.4157
40 C -1.6457 1.5141 3.0913
41 C 3.2439 -2.3192 -3.5612
42 C -3.3854 -3.9973 -1.4937
43 C 3.0027 -0.0005 -4.0325
44 C 1.9489 0.7345 3.4889
45 C -0.6174 3.9075 3.2634
46 C 0.4920 0.8404 3.9027
47 C -1.3077 -3.4835 -4.3235
48 C -2.1044 4.1432 -1.6209
49 C -2.8038 0.6669 3.0546
50 C -4.0641 1.2481 3.0011
51 C -0.8723 5.2650 2.6055
52 C 4.6785 -3.3043 -0.5165
53 C -2.8275 2.9718 -1.5504
54 C 2.9929 -0.7552 -1.7164
55 C 3.1617 -2.0860 -2.1910
56 H 0.6828 3.0241 -0.0074
57 H 3.7664 3.6597 -1.9457
58 H 0.0404 5.8450 2.4548
59 H 0.2432 3.4150 2.8100
60 H -3.8822 -4.8526 -1.0057
61 H 5.6055 0.4024 2.3089
62 H 4.5090 -2.7819 0.4429
63 H 0.7582 2.0530 -3.3652
64 H 0.1899 -1.2490 -3.7631
65 H 5.0056 -4.3281 -0.2917
66 H 0.1136 3.3503 5.2685
67 H 2.2649 -4.7585 -0.1292
68 H -1.3058 -4.7158 -1.2906
69 H 5.1185 1.0783 4.6917
70 H -1.6988 -1.1705 3.0911
71 H -4.6340 -1.3893 2.1138
72 H 2.2062 2.6833 -4.2152
73 H -0.3172 5.1382 -0.9296
74 H -3.4633 -3.7999 -4.6716
75 H -5.2001 3.0903 3.0099
76 H -1.4604 -0.6011 -3.8032
77 H 1.5889 3.5645 -2.8184
78 H -2.4743 5.0328 -2.1430
79 H 3.4334 -4.1192 -2.0686
80 H 2.2691 1.7868 -1.2706
81 H -3.0095 -0.8673 5.2954
82 H 4.4555 2.6873 -3.2577
83 H -2.1212 -5.2260 -2.7389
84 H -1.3889 5.1928 1.6409
85 H 5.4718 -2.8035 -1.0542
86 H -3.2610 -2.4733 4.5459
87 H -4.0377 -3.6313 -2.3159
88 H -1.5319 5.8668 3.2519
89 H -3.2882 -3.1801 -0.7705
90 H 3.3208 -3.3547 -3.8971
91 H 3.2910 -1.5050 -5.5677
92 H -3.7815 0.5452 -1.4714
93 H -2.9094 -2.0926 -4.7094
94 H -3.3457 -2.6088 2.0009
95 H -3.8694 2.9160 -1.9070
96 H -0.3442 -0.1007 -2.5119
97 H 2.7504 1.1170 5.4533
98 H -4.5038 -1.1775 4.3998
99 H -3.1991 4.5385 3.0394
100 H -2.2468 -0.2548 -1.0189
101 H 1.2112 -3.4874 -0.8465
102 H -1.0350 -4.5279 -4.4734
103 H 0.4706 5.0289 4.7782
104 H -3.2545 -1.1091 1.0173
105 H -0.4559 -2.8877 -4.6837
106 H -1.2001 4.5747 5.2357
107 H 2.2354 -3.1064 0.5469
108 H 2.9246 0.8113 -4.7788
109 H -2.5840 -3.1715 -6.1254
110 H 4.7638 2.1893 -1.6150
111 H -4.9318 0.5913 2.9070
112 H -1.2817 -2.6807 -0.3849